A structure of composition C27H36N5O4SSe2V. Source: the OMol25 dataset; level of theory: the ωB97M-V functional and the def2-TZVPD basis.

CARTESIAN COORDINATES (ANGSTROEM)
V: -0.173 0.788 -0.050
O: -3.775 2.500 -4.007
C: -2.803 1.459 -3.808
C: -1.372 1.976 -3.645
C: -0.903 2.639 -4.946
O: -1.600 3.831 -5.286
C: -0.499 0.717 -3.422
Se: 1.016 0.923 -2.204
C: -1.279 3.008 -2.518
Se: -1.909 2.355 -0.790
H: -3.903 2.908 -3.142
H: -2.861 0.816 -4.689
H: -3.079 0.868 -2.932
H: -0.993 1.904 -5.759
H: 0.153 2.904 -4.853
H: -2.537 3.646 -5.118
H: -0.088 0.385 -4.377
H: -1.106 -0.101 -3.032
H: -1.889 3.876 -2.762
H: -0.246 3.338 -2.417
N: 6.588 -0.648 4.955
C: 5.322 -0.501 4.380
C: 5.108 -0.855 3.047
C: 3.850 -0.747 2.485
C: 2.792 -0.283 3.256
C: 2.992 0.077 4.577
C: 4.251 -0.042 5.142
S: 1.193 -0.129 2.550
O: 0.351 0.594 3.470
O: 0.806 -1.454 2.158
N: 1.408 0.754 1.161
C: 1.696 2.132 1.339
N: 2.334 2.551 2.431
C: 2.521 3.858 2.525
C: 2.075 4.754 1.562
C: 1.429 4.199 0.477
N: 1.245 2.892 0.341
H: 7.354 -0.648 4.301
H: 6.765 -0.049 5.745
H: 5.937 -1.216 2.449
H: 3.687 -1.017 1.450
H: 2.160 0.461 5.151
H: 4.409 0.231 6.179
H: 3.040 4.206 3.413
H: 2.225 5.819 1.651
H: 1.040 4.814 -0.328
C: -3.067 -2.027 2.026
C: -3.702 -1.254 0.861
C: -3.711 0.236 1.186
C: -3.073 -1.771 -0.431
C: -3.868 -2.576 -1.238
C: -3.314 -3.390 -2.216
C: -1.937 -3.523 -2.251
C: -1.093 -2.755 -1.447
C: 0.298 -3.345 -1.215
C: 1.538 -2.466 -1.165
C: 0.211 -4.159 0.086
C: -1.682 -1.722 -0.691
N: -0.960 -0.646 -0.181
H: -3.590 -1.811 2.961
H: -2.021 -1.731 2.146
H: -3.096 -3.105 1.852
H: -4.753 -1.555 0.794
H: -2.717 0.594 1.451
H: -4.358 0.403 2.051
H: -4.077 0.838 0.357
H: -4.939 -2.580 -1.067
H: -3.944 -3.976 -2.872
H: -1.488 -4.283 -2.882
H: 0.443 -4.053 -2.038
H: 1.500 -1.766 -0.331
H: 1.676 -1.888 -2.073
H: 2.409 -3.115 -1.027
H: 0.142 -3.484 0.941
H: 1.106 -4.774 0.211
H: -0.664 -4.813 0.090

Calculated values
<S²>	0.803
2S+1	2
total energy	-211442.3037	eV
orbital gap (spin up / spin down)	6.70 / 6.84	eV
energy above the lowest of the compared OMol25 structures with the same formula, charge and spin	1.1597	eV
E_LUMO (spin up / spin down)	2.40 / 2.40	eV
HOMO energy (spin up / spin down)	-4.3059 / -4.4412	eV
charge	-1

A cluster of 6 separate species, C20H56B3O24P5 in total. Source: the OMol25 dataset; level of theory: the ωB97M-V functional and the def2-TZVPD basis.

CARTESIAN COORDINATES (ANGSTROEM)
C: -6.771 1.158 0.536
C: -5.647 0.610 -0.122
C: -4.284 0.305 0.654
B: -3.313 1.563 0.383
O: -3.255 2.785 1.138
B: -3.491 3.851 0.180
O: -2.826 3.895 -1.121
B: -2.942 2.558 -1.632
C: -3.638 2.117 -3.025
O: -4.450 3.183 -3.563
C: -5.676 3.350 -2.826
O: -2.422 1.484 -0.787
H: -7.819 0.962 0.167
H: -6.593 1.767 1.469
H: -5.800 0.387 -1.230
H: -3.816 -0.584 0.103
H: -4.469 0.063 1.742
H: -4.245 4.741 0.391
H: -2.863 1.709 -3.743
H: -4.326 1.231 -2.769
H: -6.447 3.741 -3.574
H: -5.569 4.159 -2.026
H: -6.090 2.394 -2.383
C: -6.711 -4.811 4.112
O: -6.947 -3.519 4.652
P: -5.739 -2.477 4.798
O: -5.740 -1.388 3.797
O: -4.409 -3.357 4.874
C: -3.599 -3.483 3.711
O: -5.896 -1.990 6.311
C: -6.907 -1.026 6.574
H: -6.262 -4.739 3.119
H: -6.066 -5.384 4.780
H: -7.666 -5.329 4.026
H: -3.752 -2.661 3.010
H: -3.820 -4.430 3.214
H: -2.553 -3.487 4.018
H: -7.875 -1.365 6.199
H: -6.642 -0.075 6.107
H: -6.975 -0.882 7.651
C: 3.919 -0.744 1.515
O: 2.698 -0.037 1.691
P: 1.305 -0.827 1.689
O: 0.688 -0.996 3.024
O: 1.565 -2.169 0.865
C: 1.770 -3.385 1.577
O: 0.434 0.027 0.659
C: -0.127 1.241 1.143
H: 4.025 -1.529 2.267
H: 3.963 -1.172 0.512
H: 4.745 -0.041 1.627
H: 1.342 -3.353 2.580
H: 2.840 -3.591 1.645
H: 1.293 -4.193 1.021
H: 0.644 1.878 1.585
H: -0.895 1.020 1.888
H: -0.587 1.768 0.312
C: 0.292 5.632 -3.566
O: 0.904 5.066 -4.717
P: 1.606 3.630 -4.630
O: 0.839 2.527 -5.250
O: 2.000 3.429 -3.096
C: 1.176 2.607 -2.278
O: 3.027 3.913 -5.301
C: 3.062 3.976 -6.723
H: -0.466 4.958 -3.160
H: 1.048 5.852 -2.811
H: -0.191 6.565 -3.855
H: 0.596 1.892 -2.864
H: 0.498 3.235 -1.696
H: 1.815 2.053 -1.590
H: 2.331 4.696 -7.099
H: 2.858 2.992 -7.144
H: 4.059 4.290 -7.031
C: 3.202 -2.202 9.063
O: 2.903 -1.821 7.729
P: 4.083 -1.412 6.726
O: 4.414 -2.438 5.710
O: 5.294 -0.929 7.650
C: 6.376 -1.820 7.889
O: 3.557 -0.030 6.128
C: 2.567 -0.110 5.107
H: 3.905 -3.039 9.078
H: 3.612 -1.353 9.612
H: 2.278 -2.515 9.548
H: 6.462 -2.581 7.113
H: 6.242 -2.304 8.859
H: 7.300 -1.241 7.913
H: 1.718 -0.712 5.434
H: 3.001 -0.542 4.207
H: 2.220 0.898 4.881
C: 3.736 -3.263 -8.546
O: 3.502 -1.968 -8.014
P: 4.712 -0.929 -7.869
O: 4.721 0.154 -8.877
O: 6.040 -1.814 -7.783
C: 6.853 -1.950 -8.942
O: 4.553 -0.432 -6.361
C: 3.543 0.538 -6.109
H: 4.190 -3.199 -9.537
H: 4.377 -3.835 -7.872
H: 2.780 -3.779 -8.633
H: 6.705 -1.131 -9.647
H: 6.629 -2.898 -9.434
H: 7.898 -1.955 -8.631
H: 2.575 0.201 -6.485
H: 3.815 1.481 -6.580
H: 3.470 0.692 -5.033

Calculated values
total energy	-119276.2779	eV
orbital gap	9.57	eV
structure (SMILES)	C=CCB1OBOB(COC)O1.COP(=O)(OC)OC.COP(=O)(OC)OC.COP(=O)(OC)OC.COP(=O)(OC)OC.COP(=O)(OC)OC
E_LUMO	0.40	eV
HOMO energy	-9.1609	eV
charge	0

The molecule C3H10N4S. Source: the OMol25 dataset; level of theory: the ωB97M-V functional and the def2-TZVPD basis.

CARTESIAN COORDINATES (ANGSTROEM)
N: 0.737 -2.107 -0.357
N: 1.244 -1.261 0.677
C: 1.822 -0.052 0.132
C: 0.849 0.922 -0.555
C: -0.280 1.398 0.376
N: -1.266 0.361 0.502
N: -2.347 0.621 -0.062
S: -3.571 -0.488 -0.079
H: 0.772 -3.063 -0.014
H: -0.231 -1.885 -0.585
H: 0.511 -1.016 1.346
H: 2.576 -0.360 -0.594
H: 2.319 0.455 0.964
H: 0.412 0.438 -1.431
H: 1.406 1.800 -0.887
H: 0.129 1.580 1.374
H: -0.727 2.324 -0.015
H: -4.356 0.333 -0.791

Calculated values
total energy	-20066.2329	eV
orbital gap	9.36	eV
structure (SMILES)	NNCCC/N=N/S
energy above the lowest of the compared OMol25 structures with the same formula, charge and spin	1.5299	eV
E_LUMO	0.57	eV
HOMO energy	-8.7911	eV
charge	0

A structure of composition C31H52AsINO5RbSi4Te. Source: the OMol25 dataset; level of theory: the ωB97M-V functional and the def2-TZVPD basis.

CARTESIAN COORDINATES (ANGSTROEM)
Rb: 0.716 2.617 4.215
O: -0.258 5.923 4.736
C: -0.160 5.223 3.724
O: 0.917 4.889 3.135
C: -1.504 4.653 3.113
C: -1.284 3.939 1.774
C: -2.592 3.780 0.981
C: -3.260 2.590 1.712
C: -2.276 2.378 2.863
O: -1.018 2.581 2.179
C: -2.357 3.541 3.875
C: -2.046 3.139 5.369
O: -2.581 3.831 6.239
O: -1.320 2.110 5.531
H: -2.120 5.544 2.974
H: -0.437 4.335 1.224
H: -2.383 3.542 -0.062
H: -3.193 4.692 1.011
H: -3.284 1.703 1.078
H: -4.271 2.805 2.062
H: -2.277 1.397 3.330
H: -3.386 3.903 3.921
C: 1.124 2.631 -0.570
As: 2.112 2.280 1.085
C: 3.484 3.676 0.890
C: 3.192 0.720 0.482
C: 3.865 0.821 -0.844
C: 3.219 0.353 -1.993
C: 3.822 0.453 -3.238
C: 5.083 1.021 -3.367
C: 5.737 1.483 -2.233
C: 5.134 1.382 -0.987
H: 1.749 2.516 -1.455
H: 0.762 3.659 -0.517
H: 0.275 1.949 -0.621
H: 3.795 3.813 -0.146
H: 4.354 3.389 1.483
H: 3.061 4.597 1.292
H: 2.508 -0.131 0.485
H: 3.912 0.562 1.289
H: 2.239 -0.105 -1.894
H: 3.301 0.075 -4.110
H: 5.554 1.096 -4.340
H: 6.725 1.922 -2.315
H: 5.656 1.738 -0.106
C: -0.399 -1.539 -5.039
Si: -0.269 -3.110 -3.998
C: 1.564 -3.432 -3.706
C: -0.947 -4.546 -5.035
Si: -1.394 -2.825 -1.972
Te: -0.138 -1.300 -0.492
Si: -3.493 -1.908 -2.443
C: -3.329 -0.073 -2.842
C: -4.344 -2.753 -3.911
C: -4.619 -2.082 -0.938
Si: -1.689 -4.913 -0.968
C: -0.066 -5.876 -0.957
C: -2.978 -5.976 -1.862
C: -2.227 -4.686 0.820
H: 0.174 -1.652 -5.965
H: 0.010 -0.695 -4.479
H: -1.432 -1.298 -5.301
H: 2.120 -3.349 -4.645
H: 1.739 -4.426 -3.287
H: 1.949 -2.699 -2.993
H: -0.430 -4.578 -6.001
H: -2.018 -4.449 -5.226
H: -0.784 -5.505 -4.538
H: -2.443 0.128 -3.446
H: -3.217 0.496 -1.917
H: -4.215 0.287 -3.375
H: -3.774 -2.613 -4.833
H: -5.342 -2.329 -4.067
H: -4.453 -3.828 -3.748
H: -4.097 -1.702 -0.057
H: -4.895 -3.123 -0.751
H: -5.539 -1.504 -1.069
H: 0.266 -6.123 -1.968
H: -0.177 -6.808 -0.394
H: 0.711 -5.270 -0.485
H: -2.708 -6.151 -2.905
H: -3.960 -5.495 -1.847
H: -3.075 -6.948 -1.366
H: -1.507 -4.039 1.325
H: -2.273 -5.650 1.336
H: -3.205 -4.208 0.892
I: 2.202 -1.052 3.956
C: 2.996 0.656 4.865
C: 2.861 0.842 6.239
C: 3.295 2.044 6.766
C: 3.818 3.014 5.922
C: 3.909 2.725 4.572
N: 3.517 1.557 4.054
H: 2.408 0.076 6.851
H: 3.197 2.233 7.827
H: 4.130 3.982 6.288
H: 4.276 3.458 3.863

Calculated values
total energy	-153123.2904	eV
orbital gap	5.32	eV
E_LUMO	3.36	eV
HOMO energy	-1.9565	eV
charge	-2

A cluster of 2 separate species, C3H5Br3Si in total. Source: the OMol25 dataset; level of theory: the ωB97M-V functional and the def2-TZVPD basis.

CARTESIAN COORDINATES (ANGSTROEM)
C: -0.498 0.353 1.428
C: -0.281 0.236 0.110
C: -1.130 -0.733 -0.661
Si: 0.941 1.448 -0.654
Br: 2.288 1.280 -2.385
Br: 1.892 2.661 0.898
Br: 1.823 -2.402 -0.039
H: 0.299 0.624 2.071
H: -1.075 -0.427 1.948
H: -1.989 -1.084 -0.080
H: -0.689 -1.543 -1.098
H: -1.581 -0.411 -1.539

Calculated values
total energy	-221195.7233	eV
orbital gap (spin up / spin down)	4.60 / 3.74	eV
energy above the lowest of the compared OMol25 structures with the same formula, charge and spin	4.4820	eV
E_LUMO (spin up / spin down)	-3.17 / -3.53	eV
HOMO energy (spin up / spin down)	-7.7676 / -7.2694	eV
charge	0

A cluster of 2 separate species, C3H7NOS in total. Source: the OMol25 dataset; level of theory: the ωB97M-V functional and the def2-TZVPD basis.

CARTESIAN COORDINATES (ANGSTROEM)
C: 0.911 1.530 -2.867
C: -0.054 0.763 -2.018
N: -0.716 0.333 -1.203
O: -1.477 -0.154 -0.423
H: 1.793 0.908 -3.058
H: 0.401 1.872 -3.754
H: 1.242 2.430 -2.338
C: -0.022 -1.616 2.748
S: -0.668 -0.001 2.696
H: -0.679 -2.326 2.915
H: 0.791 -1.700 3.387
H: 0.328 -1.816 1.718
H: -1.849 -0.222 2.199

Calculated values
total energy	-17593.8086	eV
orbital gap	8.96	eV
structure (SMILES)	CC#[N+][O-].CS
energy above the lowest of the compared OMol25 structures with the same formula, charge and spin	4.1207	eV
E_LUMO	0.64	eV
HOMO energy	-8.3216	eV
charge	0

A cluster of 2 separate species, C3H10S in total. Source: the OMol25 dataset; level of theory: the ωB97M-V functional and the def2-TZVPD basis.

CARTESIAN COORDINATES (ANGSTROEM)
C: -1.431 0.189 0.063
C: -1.819 -1.084 -0.693
C: -0.735 -2.152 -0.493
H: -0.653 0.691 -0.525
H: -2.226 0.927 0.176
H: -0.901 0.007 1.002
H: -2.762 -1.480 -0.319
H: -1.902 -0.819 -1.746
H: -1.124 -3.145 -0.721
H: -0.400 -2.086 0.542
H: 0.131 -2.008 -1.142
S: 1.996 1.565 0.549
H: 2.026 0.256 0.309
H: 0.724 1.894 0.782

Calculated values
total energy	-14107.9777	eV
orbital gap	10.71	eV
structure (SMILES)	CCC.S
energy above the lowest of the compared OMol25 structures with the same formula, charge and spin	0.3588	eV
E_LUMO	0.95	eV
HOMO energy	-9.7654	eV
charge	0

A structure of composition C23H45F6O11PSi. Source: the OMol25 dataset; level of theory: the ωB97M-V functional and the def2-TZVPD basis.

CARTESIAN COORDINATES (ANGSTROEM)
C: -4.378 6.250 0.297
C: -3.912 4.802 0.057
C: -4.472 4.165 -1.223
C: -4.753 2.678 -1.100
C: -5.924 2.350 -0.190
O: -3.506 2.078 -0.659
P: -3.392 0.682 0.076
O: -3.875 0.643 1.457
O: -1.835 0.383 -0.092
C: -0.906 1.149 0.692
O: 0.353 0.641 0.483
C: 0.615 -0.563 1.198
C: 1.522 -1.417 0.337
O: 1.894 -2.550 1.095
C: 1.891 -3.764 0.365
C: 2.651 -4.829 1.132
O: 1.761 -5.601 1.907
C: 2.142 -6.955 2.055
C: 1.013 -7.701 2.738
O: -4.019 -0.364 -0.922
Si: -3.435 -1.952 -1.144
C: -2.011 -1.878 -2.354
C: -2.938 -2.697 0.493
C: -4.876 -2.874 -1.886
H: -4.776 6.370 1.305
H: -5.164 6.542 -0.401
H: -3.558 6.962 0.199
H: -4.178 4.183 0.916
H: -2.821 4.779 0.007
H: -3.759 4.298 -2.042
H: -5.402 4.658 -1.520
H: -4.948 2.268 -2.096
H: -6.760 2.997 -0.466
H: -6.251 1.317 -0.308
H: -5.682 2.523 0.858
H: -1.206 1.097 1.746
H: -0.929 2.184 0.350
H: 1.102 -0.337 2.152
H: -0.312 -1.106 1.399
H: 0.989 -1.705 -0.576
H: 2.409 -0.841 0.047
H: 0.862 -4.117 0.224
H: 2.344 -3.611 -0.623
H: 3.206 -5.469 0.435
H: 3.379 -4.335 1.788
H: 3.066 -7.032 2.644
H: 2.351 -7.388 1.067
H: 0.242 -8.001 2.028
H: 0.560 -7.064 3.498
H: 1.393 -8.598 3.228
H: -1.092 -2.291 -1.934
H: -1.807 -0.837 -2.611
H: -2.264 -2.408 -3.274
H: -3.017 -1.996 1.327
H: -3.550 -3.571 0.720
H: -1.896 -3.025 0.437
H: -4.513 -3.648 -2.566
H: -5.460 -3.365 -1.105
H: -5.549 -2.214 -2.438
C: 5.849 -0.811 1.415
C: 5.390 -2.077 0.729
O: 6.392 -2.586 -0.184
C: 7.398 -3.244 0.366
O: 7.567 -3.487 1.524
C: 8.370 -3.721 -0.740
F: 8.689 -2.720 -1.571
F: 7.790 -4.695 -1.461
F: 9.488 -4.201 -0.203
H: 6.117 -0.053 0.679
H: 5.039 -0.424 2.034
H: 6.710 -0.998 2.055
H: 4.525 -1.890 0.098
H: 5.136 -2.856 1.445
C: -0.092 4.066 -1.281
C: 0.861 4.944 -2.058
O: 0.645 6.343 -1.760
C: 1.147 6.777 -0.616
O: 1.783 6.158 0.184
C: 0.817 8.280 -0.443
F: -0.484 8.516 -0.658
F: 1.526 9.005 -1.323
F: 1.125 8.685 0.786
H: -1.125 4.357 -1.481
H: 0.038 3.025 -1.575
H: 0.088 4.150 -0.210
H: 0.687 4.869 -3.128
H: 1.901 4.695 -1.853

Calculated values
total energy	-80579.9882	eV
orbital gap	10.37	eV
E_LUMO	0.44	eV
HOMO energy	-9.9240	eV
charge	0